ORCA calculation (ωB97M-V with the def2-TZVPD basis set) on a structure of composition C54H45F4GeN9O2RuS2.

Element x y z (Å)
Ru1 -0.037 -0.071 -0.149
C1 -7.196 -3.711 -1.540
C2 -6.229 -2.739 -0.938
C3 -4.857 -2.897 -1.092
C4 -3.971 -2.009 -0.503
C5 -4.477 -0.946 0.219
C6 -5.837 -0.756 0.373
C7 -6.711 -1.659 -0.199
S1 -3.379 0.284 0.900
O1 -4.116 1.078 1.847
O2 -3.022 1.196 -0.277
N1 -2.006 -0.296 1.374
C8 -1.916 -1.153 2.419
C9 -3.001 -1.586 3.164
C10 -2.826 -2.390 4.288
C11 -1.577 -2.789 4.687
C12 -0.446 -2.410 3.937
C13 0.869 -2.788 4.281
C14 1.912 -2.380 3.492
C15 1.648 -1.587 2.364
N2 0.442 -1.195 2.031
C16 -0.605 -1.593 2.784
H1 -6.686 -4.443 -2.159
H2 -7.929 -3.189 -2.152
H3 -7.738 -4.242 -0.758
H4 -4.468 -3.717 -1.678
H5 -2.901 -2.136 -0.605
H6 -6.173 0.098 0.940
H7 -7.776 -1.527 -0.073
H8 -3.992 -1.267 2.877
H9 -3.696 -2.687 4.855
H10 -1.447 -3.389 5.577
H11 1.033 -3.397 5.161
H12 2.929 -2.653 3.726
H13 2.455 -1.263 1.718
C17 3.280 1.704 -0.347
N3 1.874 1.861 -0.707
C18 1.761 2.037 -2.150
C19 1.325 3.042 -0.050
C20 1.120 2.850 1.451
N4 -0.070 2.068 1.770
C21 -1.267 2.880 1.583
C22 -0.008 1.655 3.164
H14 3.837 2.644 -0.503
H15 3.734 0.923 -0.952
H16 3.374 1.408 0.696
H17 2.215 2.987 -2.476
H18 0.710 2.021 -2.439
H19 2.268 1.224 -2.664
H20 0.362 3.263 -0.517
H21 1.999 3.908 -0.210
H22 1.071 3.849 1.925
H23 1.984 2.335 1.873
H24 -1.205 3.824 2.152
H25 -2.142 2.335 1.925
H26 -1.414 3.115 0.532
H27 0.020 2.521 3.846
H28 0.879 1.049 3.337
H29 -0.887 1.062 3.399
F1 3.543 -2.492 -5.639
C23 2.239 -2.226 -5.414
C24 1.321 -2.569 -6.377
F2 1.766 -3.155 -7.507
C25 -0.071 -2.366 -6.211
C26 -0.438 -1.711 -5.010
C27 0.484 -1.333 -4.067
F3 0.055 -0.596 -3.002
C28 1.861 -1.626 -4.193
C29 2.776 -1.356 -3.134
C30 2.309 -1.150 -1.850
N5 1.944 -1.003 -0.753
C31 4.158 -1.252 -3.300
N6 5.296 -1.080 -3.362
F4 -1.730 -1.383 -4.810
C32 -1.025 -2.773 -7.174
C33 -2.395 -2.826 -6.917
N7 -3.532 -2.951 -6.772
C34 -0.709 -3.207 -8.462
N8 -0.541 -3.533 -9.555
C35 -1.961 0.885 -1.261
Ge1 -2.625 2.107 -2.725
C36 -1.194 2.916 -3.875
C37 -0.691 4.208 -3.788
C38 0.336 4.633 -4.616
C39 0.898 3.761 -5.531
C40 0.416 2.467 -5.626
C41 -0.623 2.059 -4.812
C42 -3.714 0.980 -3.958
C43 -4.431 -0.090 -3.440
C44 -5.128 -0.953 -4.264
C45 -5.118 -0.761 -5.632
C46 -4.417 0.308 -6.162
C47 -3.730 1.176 -5.333
C48 -3.917 3.405 -1.902
C49 -3.702 4.762 -1.706
C50 -4.655 5.559 -1.094
C51 -5.829 5.005 -0.620
C52 -6.058 3.652 -0.801
C53 -5.122 2.874 -1.452
H30 -2.194 -0.121 -1.655
H31 -1.101 4.903 -3.069
H32 0.703 5.647 -4.539
H33 1.709 4.088 -6.165
H34 0.851 1.776 -6.333
H35 -1.017 1.059 -4.902
H36 -4.428 -0.267 -2.372
H37 -5.653 -1.794 -3.837
H38 -5.631 -1.452 -6.281
H39 -4.388 0.448 -7.232
H40 -3.179 2.007 -5.755
H41 -2.784 5.219 -2.044
H42 -4.472 6.618 -0.971
H43 -6.560 5.620 -0.113
H44 -6.970 3.208 -0.426
H45 -5.335 1.828 -1.616
S2 0.195 -4.259 -2.171
C54 -0.322 -3.029 -1.299
N9 -0.779 -2.150 -0.667

Properties
- Kohn-Sham gap (spin up / spin down): 6.95 / 5.07 eV
- 2S+1: 2
- Highest occupied orbital energy (spin up / spin down): -5.10 / -5.17 eV
- Net charge: -1
- <S²>: 0.7943



ORCA calculation (ωB97M-V with the def2-TZVPD basis set) on a structure of composition C54H45N10O6PtSSi.

Element x y z (Å)
Pt1 -0.100 -0.103 -0.162
C1 1.536 -3.551 -3.920
N1 0.670 -2.610 -3.264
C2 0.211 -2.630 -2.006
N2 -0.610 -1.613 -1.819
C3 -0.606 -0.977 -3.022
N3 0.142 -1.568 -3.915
C4 2.641 -2.894 -4.714
C5 2.941 -3.363 -5.991
C6 4.015 -2.849 -6.703
C7 4.824 -1.893 -6.128
C8 4.521 -1.406 -4.854
C9 3.403 -1.880 -4.161
C10 5.425 -0.502 -4.192
N4 6.718 -0.405 -4.369
N5 7.188 0.433 -3.436
C11 6.166 0.833 -2.729
O1 5.011 0.274 -3.168
C12 6.124 1.727 -1.600
C13 7.215 1.878 -0.740
C14 7.106 2.729 0.341
C15 5.930 3.430 0.570
C16 4.840 3.277 -0.280
C17 3.568 4.064 -0.051
N6 2.390 3.310 -0.373
C18 1.601 2.595 0.432
N7 0.668 2.003 -0.284
C19 0.954 2.356 -1.559
N8 1.976 3.163 -1.644
C20 4.938 2.424 -1.362
H1 0.937 -4.182 -4.588
H2 1.974 -4.187 -3.142
H3 0.483 -3.363 -1.275
H4 -1.175 -0.090 -3.229
H5 2.323 -4.130 -6.431
H6 4.221 -3.207 -7.703
H7 5.693 -1.506 -6.634
H8 3.153 -1.455 -3.197
H9 8.120 1.322 -0.934
H10 7.942 2.850 1.016
H11 5.859 4.097 1.418
H12 3.578 4.952 -0.693
H13 3.499 4.374 0.994
H14 1.683 2.548 1.498
H15 0.373 2.045 -2.406
H16 4.094 2.282 -2.022
C21 4.292 -1.287 -0.406
S1 2.627 -0.550 -0.300
O2 2.746 0.421 0.774
O3 2.319 0.018 -1.603
O4 1.759 -1.696 -0.006
H17 4.987 -0.518 -0.706
H18 4.266 -2.097 -1.123
H19 4.519 -1.642 0.588
O5 -2.196 1.619 -2.876
C22 -2.733 1.448 -1.798
N9 -4.065 1.726 -1.575
C23 -4.464 1.386 -0.235
C24 -3.064 0.982 0.346
O6 -2.892 0.729 1.520
N10 -2.160 1.006 -0.633
C25 -5.400 0.191 -0.224
C26 -4.932 -1.057 -0.623
C27 -5.796 -2.135 -0.700
C28 -7.133 -1.985 -0.375
C29 -7.605 -0.748 0.025
C30 -6.746 0.333 0.097
C31 -5.006 2.555 0.549
C32 -5.201 3.805 -0.027
C33 -5.722 4.847 0.723
C34 -6.045 4.653 2.056
C35 -5.833 3.414 2.640
C36 -5.319 2.369 1.895
H20 -4.720 1.764 -2.339
H21 -3.886 -1.185 -0.860
H22 -5.428 -3.097 -1.022
H23 -7.808 -2.826 -0.431
H24 -8.650 -0.615 0.270
H25 -7.125 1.295 0.410
H26 -4.939 3.957 -1.064
H27 -5.874 5.816 0.265
H28 -6.446 5.469 2.641
H29 -6.069 3.263 3.686
H30 -5.146 1.405 2.350
C37 2.732 -3.806 3.165
C38 1.458 -4.286 2.918
C39 0.436 -3.401 2.628
C40 0.640 -2.026 2.608
C41 1.921 -1.563 2.899
C42 2.957 -2.438 3.157
Si1 -0.699 -0.764 2.034
C43 -2.342 -1.720 2.327
C44 -2.740 -2.733 1.463
C45 -3.913 -3.434 1.675
C46 -4.736 -3.110 2.740
C47 -4.366 -2.085 3.595
C48 -3.179 -1.408 3.392
C49 -0.479 0.644 3.331
C50 -0.611 1.969 2.929
C51 -0.345 3.013 3.795
C52 0.055 2.748 5.095
C53 0.174 1.435 5.520
C54 -0.087 0.395 4.644
H31 3.548 -4.487 3.365
H32 1.266 -5.352 2.938
H33 -0.548 -3.786 2.408
H34 2.116 -0.503 2.890
H35 3.951 -2.049 3.343
H36 -2.117 -2.964 0.608
H37 -4.197 -4.232 1.002
H38 -5.660 -3.649 2.899
H39 -5.007 -1.811 4.423
H40 -2.899 -0.605 4.055
H41 -0.940 2.168 1.922
H42 -0.438 4.038 3.457
H43 0.277 3.562 5.772
H44 0.484 1.227 6.538
H45 0.013 -0.626 4.986

Properties
- Energy above the lowest of the compared OMol25 structures with the same formula, charge and spin: 111.2 kJ/mol
- Kohn-Sham gap (spin up / spin down): 5.63 / 8.00 eV
- 2S+1: 3
- Highest occupied orbital energy (spin up / spin down): -3.64 / -6.01 eV
- Net charge: -1
- <S²>: 2.0053



ORCA calculation (ωB97M-V with the def2-TZVPD basis set) on a structure of composition C54H46BiN6O4.

Element x y z (Å)
Bi1 15.544 -13.586 12.290
C1 17.930 -22.637 9.356
O1 16.758 -21.946 9.826
C2 16.889 -20.811 10.516
C3 15.663 -20.106 10.580
C4 15.700 -18.813 11.139
C5 16.876 -18.259 11.612
C6 18.047 -18.983 11.534
C7 18.073 -20.261 10.936
C8 16.815 -16.861 12.120
C9 15.878 -16.517 13.133
C10 14.864 -17.302 13.829
C11 14.462 -16.578 14.960
C12 15.123 -15.276 14.950
N1 15.920 -15.229 13.802
C13 14.819 -14.240 15.850
C14 14.888 -12.890 15.421
C15 14.936 -11.732 16.250
C16 14.985 -10.582 15.464
C17 14.905 -11.005 14.106
C18 15.006 -10.211 12.929
C19 14.110 -9.082 12.673
C20 13.350 -8.465 13.681
C21 12.640 -7.313 13.443
C22 12.572 -6.755 12.192
O2 11.998 -5.533 11.907
C23 10.649 -5.606 11.322
C24 13.280 -7.414 11.144
C25 14.036 -8.503 11.410
C26 16.167 -10.422 12.070
N2 16.805 -11.656 11.938
C27 18.048 -11.463 11.308
C28 18.993 -12.510 11.021
C29 20.349 -12.116 10.556
C30 20.765 -12.428 9.238
C31 21.942 -11.949 8.767
C32 22.896 -11.270 9.610
O3 24.162 -11.183 9.072
C33 25.335 -10.475 9.703
C34 22.518 -10.981 10.904
C35 21.226 -11.358 11.359
C36 18.564 -13.890 11.004
C37 19.421 -14.902 10.391
C38 18.861 -16.115 10.717
C39 17.761 -15.904 11.608
N3 17.612 -14.505 11.759
C40 18.125 -10.068 10.995
C41 17.011 -9.434 11.468
N4 14.908 -12.395 14.089
C42 14.499 -14.555 17.245
C43 15.300 -15.473 17.884
C44 15.217 -15.750 19.259
C45 14.285 -15.046 19.991
O4 14.187 -15.179 21.333
C46 15.418 -15.366 22.079
C47 13.404 -14.162 19.364
C48 13.492 -13.880 18.016
H1 17.541 -23.477 8.840
H2 18.599 -23.035 10.151
H3 18.451 -21.997 8.656
H4 14.769 -20.584 10.214
H5 14.819 -18.177 11.176
H6 18.971 -18.583 11.991
H7 19.006 -20.861 11.006
H8 14.521 -18.279 13.515
H9 13.730 -16.927 15.704
H10 14.813 -11.699 17.316
H11 15.066 -9.555 15.769
H12 13.415 -8.992 14.647
H13 12.212 -6.731 14.252
H14 10.367 -4.515 11.174
H15 9.958 -6.065 12.002
H16 10.659 -6.124 10.345
H17 13.174 -6.995 10.132
H18 14.713 -8.875 10.591
H19 19.996 -12.970 8.703
H20 22.337 -12.339 7.810
H21 25.960 -10.017 8.913
H22 25.854 -11.287 10.213
H23 25.002 -9.706 10.435
H24 23.200 -10.521 11.582
H25 20.945 -11.126 12.408
H26 20.270 -14.625 9.763
H27 19.206 -17.065 10.326
H28 18.991 -9.596 10.502
H29 16.809 -8.379 11.408
H30 16.118 -15.885 17.197
H31 15.893 -16.342 19.818
H32 15.188 -15.645 23.088
H33 16.134 -14.523 22.078
H34 15.939 -16.254 21.710
H35 12.761 -13.558 20.023
H36 12.870 -13.079 17.571
N5 13.108 -14.448 12.545
C49 12.098 -13.949 12.851
N6 10.816 -13.618 12.874
C50 10.142 -13.864 11.598
C51 8.619 -13.645 11.618
C52 7.998 -14.522 12.715
C53 8.721 -14.471 14.093
C54 9.986 -13.601 14.143
H37 10.303 -14.891 11.255
H38 10.587 -13.190 10.875
H39 8.263 -13.890 10.650
H40 8.429 -12.571 11.852
H41 7.976 -15.613 12.362
H42 6.967 -14.126 12.831
H43 8.973 -15.452 14.527
H44 8.034 -14.027 14.855
H45 10.637 -13.836 14.955
H46 9.710 -12.556 14.341

Properties
- Kohn-Sham gap (spin up / spin down): 5.03 / 4.90 eV
- Highest occupied orbital energy (spin up / spin down): -8.92 / -8.69 eV
- Net charge: +1



ORCA calculation (ωB97M-V with the def2-TZVPD basis set) on a structure of composition C54H46N15O5PbS2.

Element x y z (Å)
Pb1 -0.988 -0.622 0.713
C1 0.587 -3.592 -4.027
N1 -0.181 -2.699 -3.154
C2 0.201 -2.139 -2.017
N2 -0.817 -1.454 -1.512
C3 -1.829 -1.633 -2.420
N3 -1.472 -2.379 -3.436
C4 1.792 -2.936 -4.665
C5 2.794 -3.749 -5.183
C6 3.899 -3.188 -5.805
C7 4.017 -1.811 -5.915
C8 3.019 -0.998 -5.396
C9 1.906 -1.561 -4.774
C10 3.115 0.456 -5.506
N4 4.037 1.181 -6.033
N5 3.625 2.506 -5.890
C11 2.488 2.471 -5.290
O1 2.101 1.202 -5.015
C12 1.587 3.557 -4.910
C13 1.913 4.887 -5.159
C14 1.020 5.884 -4.803
C15 -0.191 5.564 -4.198
C16 -0.514 4.239 -3.948
C17 -1.810 3.844 -3.283
N6 -1.548 3.133 -2.034
C18 -1.557 1.825 -1.789
N7 -1.231 1.608 -0.526
C19 -1.035 2.867 -0.038
N8 -1.220 3.817 -0.918
C20 0.377 3.241 -4.309
H1 -0.116 -3.935 -4.780
H2 0.905 -4.453 -3.444
H3 1.194 -2.224 -1.595
H4 -2.820 -1.216 -2.305
H5 2.710 -4.829 -5.102
H6 4.674 -3.830 -6.205
H7 4.871 -1.353 -6.401
H8 1.139 -0.906 -4.378
H9 2.861 5.122 -5.627
H10 1.266 6.920 -4.995
H11 -0.887 6.351 -3.926
H12 -2.391 3.178 -3.917
H13 -2.410 4.718 -3.050
H14 -1.778 1.073 -2.532
H15 -0.769 3.084 0.985
H16 0.139 2.202 -4.108
C21 5.287 4.775 2.842
C22 4.530 3.802 1.976
C23 5.138 2.620 1.549
C24 4.467 1.727 0.731
C25 3.162 2.011 0.340
C26 2.540 3.182 0.749
C27 3.225 4.065 1.567
S1 2.322 0.925 -0.760
O2 1.402 1.720 -1.516
O3 3.311 0.160 -1.473
N9 1.445 -0.074 0.196
C28 1.897 -1.319 0.549
C29 3.225 -1.804 0.624
C30 3.442 -3.099 1.025
C31 2.370 -3.937 1.357
C32 1.109 -3.414 1.254
N10 0.890 -2.147 0.868
H17 6.256 5.010 2.398
H18 5.480 4.345 3.828
H19 4.736 5.705 2.976
H20 6.161 2.409 1.843
H21 4.966 0.840 0.361
H22 1.540 3.412 0.396
H23 2.746 4.990 1.870
H24 4.042 -1.165 0.338
H25 4.458 -3.475 1.077
H26 2.520 -4.958 1.675
H27 0.224 -4.005 1.462
O4 -4.531 -6.543 5.325
N11 -3.951 -6.547 4.260
O5 -3.967 -7.463 3.458
C33 -3.134 -5.353 3.932
C34 -2.537 -4.755 4.971
C35 -1.693 -3.624 4.765
C36 -0.973 -3.041 5.820
C37 -0.148 -1.985 5.558
C38 -0.105 -1.485 4.252
N12 -0.802 -1.990 3.249
C39 -1.557 -3.081 3.483
C40 -2.202 -3.737 2.357
N13 -1.985 -3.236 1.112
C41 -2.517 -3.867 0.084
C42 -3.308 -5.009 0.204
C43 -3.550 -5.518 1.446
C44 -2.976 -4.893 2.573
H28 -2.681 -5.145 5.969
H29 -1.073 -3.447 6.821
H30 0.451 -1.526 6.334
H31 0.511 -0.622 4.027
H32 -2.322 -3.450 -0.896
H33 -3.726 -5.473 -0.678
H34 -4.160 -6.397 1.565
C45 -4.443 2.242 0.825
N14 -4.546 1.967 2.245
C46 -4.808 3.146 3.041
C47 -3.704 0.952 2.830
C48 -2.237 1.335 3.091
C49 -1.976 2.201 4.166
C50 -0.700 2.655 4.465
C51 0.384 2.249 3.702
C52 0.184 1.355 2.657
C53 -1.110 0.935 2.401
H35 -5.405 2.611 0.463
H36 -4.197 1.331 0.285
H37 -3.686 3.010 0.590
H38 -5.640 3.695 2.597
H39 -3.951 3.841 3.098
H40 -5.094 2.861 4.058
H41 -3.732 0.068 2.202
H42 -4.136 0.696 3.801
H43 -2.812 2.513 4.780
H44 -0.554 3.331 5.299
H45 1.386 2.609 3.911
H46 1.020 1.032 2.046
S2 -5.511 -2.157 -0.234
C54 -4.170 -1.328 0.007
N15 -3.186 -0.692 0.199

Properties
- Energy above the lowest of the compared OMol25 structures with the same formula, charge and spin: 231.5 kJ/mol
- Kohn-Sham gap: 6.12 eV
- Highest occupied orbital energy: -10.19 eV
- Net charge: +1